(1)
# C12H35CdN3O5

A structure of composition C12H35CdN3O5 in a non-equilibrium geometry (wB97M-V/def2-TZVPD, OMol25).

Structure (ORCA input):
```
! wB97M-V def2-TZVPD RIJCOSX def2/J DEFGRID3
* xyz 0 1
Cd 1.18101 13.74920 14.81559
O 0.72028 12.80514 16.60590
H -0.02904 12.62147 17.18393
O 1.83960 14.47892 12.92860
H 2.23268 15.32758 12.69202
C -1.96092 15.46824 12.74876
C -1.50788 15.88766 14.13603
C -2.57918 16.60786 14.91150
O -2.17902 16.74856 16.25260
C -3.21909 17.14772 17.10963
N -1.00097 14.69546 14.86180
H -2.10476 16.29471 12.05889
H -2.92002 14.93037 12.81643
H -1.25843 14.72342 12.37033
H -0.65189 16.56278 14.03379
H -3.54651 16.09274 14.79995
H -2.72622 17.60360 14.46109
H -3.70186 18.06721 16.75134
H -2.77835 17.37148 18.07891
H -3.98120 16.36798 17.20313
H -1.15793 14.88675 15.85071
H -1.60942 13.90750 14.64660
C 5.63632 13.59675 16.06850
C 4.12758 13.77814 15.99594
C 3.77697 15.24796 15.95030
O 2.39688 15.43153 15.76227
C 2.00415 16.77689 15.81916
N 3.50960 13.04395 14.87520
H 6.09056 13.92310 15.12434
H 5.91366 12.56428 16.26622
H 6.10582 14.23829 16.82252
H 3.67334 13.38276 16.91171
H 4.33476 15.76127 15.14717
H 4.08885 15.71024 16.89526
H 2.54983 17.32159 16.59263
H 0.93523 16.81218 16.04066
H 2.13156 17.25909 14.83930
H 3.89085 12.10564 14.79748
H 3.74845 13.50210 13.99311
C -0.37070 11.72093 11.50590
C 0.46272 10.95798 12.51794
C 1.91014 10.75581 12.11293
O 2.62051 9.94722 13.02252
C 2.41713 8.56114 12.82025
N 0.45866 11.68125 13.81922
H 0.04891 12.72561 11.38857
H -1.38839 11.86064 11.88264
H -0.45266 11.20447 10.54979
H -0.02530 9.98959 12.70955
H 2.40525 11.73291 12.11903
H 1.97417 10.37129 11.08501
H 1.40927 8.25392 13.11127
H 3.14758 8.03512 13.42964
H 2.59541 8.29602 11.77143
H 1.17016 11.20690 14.37353
H -0.42550 11.53753 14.29404
*
```

Values from the calculation:
- Gap between HOMO and LUMO: 8.489 eV
- Energy relative to the best compared isomer or geometry (same formula, charge and spin): 0.96 kJ/mol
- HOMO energy: -0.2822 Ha
- Total energy: -1186.36294 a.u.
- F_max: 1.284 eV Å⁻¹

These are the natural (NBO) partial charges, in e, on atoms 1 to 6:
1. Cd 1.7389
2. O -1.3660
3. H 0.4481
4. O -1.3538
5. H 0.4372
6. C -0.6202

***

(2)
# C31H50N5O13P2RbS3Se2

A structure of composition C31H50N5O13P2RbS3Se2 in a non-equilibrium geometry (wB97M-V/def2-TZVPD, OMol25).

Structure (ORCA input):
```
! wB97M-V def2-TZVPD RIJCOSX def2/J DEFGRID3
* xyz -2 1
Rb 0.21003 0.43303 -1.24673
Se 3.05204 -1.46634 -0.44051
Se 6.42856 -2.29908 -2.98816
C 5.60164 -0.59648 -3.07151
C 6.31986 0.52939 -3.54157
C 5.73420 1.76230 -3.60979
C 4.39843 1.91637 -3.23382
C 3.74793 0.78999 -2.78694
N 4.32000 -0.42377 -2.68396
C 2.97096 -3.21193 -1.25390
C 3.55267 -4.26065 -0.54025
C 3.50470 -5.53169 -1.06754
C 2.90865 -5.71000 -2.31255
C 2.38341 -4.59930 -2.94405
N 2.38751 -3.37040 -2.43007
H 7.35174 0.38512 -3.83533
H 6.31055 2.61188 -3.96394
H 3.88124 2.86405 -3.29651
H 2.69642 0.83442 -2.51876
H 4.05779 -4.05541 0.39217
H 3.95713 -6.36160 -0.53793
H 2.85749 -6.67618 -2.79761
H 1.92660 -4.70521 -3.92806
O 0.38210 0.32735 -3.78067
N -0.32451 -0.67849 -4.11864
C 0.24678 -1.90676 -4.23991
C -0.52641 -2.98444 -4.59903
C -1.89188 -2.83560 -4.79867
C -2.46100 -1.59162 -4.60023
C -1.66625 -0.49910 -4.27433
S -2.41083 1.08821 -4.24604
H 1.29681 -1.93804 -3.97739
H -0.04495 -3.95173 -4.67455
H -2.51482 -3.68390 -5.04708
H -3.53067 -1.44732 -4.66369
C -3.43232 -1.84580 -0.85459
C -2.84457 -2.76995 0.19479
C -3.90765 -3.60363 0.88724
O -2.19080 -1.98159 1.18694
P -0.44172 -1.84776 1.14700
O -0.29122 -1.80184 -0.35267
C -0.84972 -0.40501 2.32798
P -1.85159 0.90206 1.61777
O -1.83793 1.03966 0.14884
O -3.35952 0.85807 2.14849
C -3.59309 0.66109 3.56307
C -4.40600 1.83099 4.06933
C -4.27634 -0.68092 3.70925
O -1.23776 2.18480 2.33779
C -1.26159 3.49411 1.69192
C -0.90045 4.46581 2.79231
C -2.57752 3.85502 1.02888
O -0.32142 -3.37686 1.74909
C -0.09683 -3.79553 3.09322
C 1.00738 -3.06107 3.83748
C -1.40126 -3.80388 3.87644
H -3.98261 -2.40378 -1.62137
H -2.63783 -1.27676 -1.33241
H -4.11343 -1.12526 -0.39163
H -2.12047 -3.42836 -0.28925
H -4.58362 -2.95495 1.45306
H -3.44767 -4.30649 1.58107
H -4.50917 -4.16972 0.16932
H 0.03774 0.09025 2.71590
H -1.40555 -0.87695 3.13877
H -2.63294 0.64797 4.08763
H -5.35707 1.88323 3.53540
H -3.86749 2.76555 3.91823
H -4.61150 1.71745 5.13642
H -5.25617 -0.65154 3.22656
H -4.41318 -0.94131 4.76185
H -3.69009 -1.45393 3.21066
H -0.46866 3.47485 0.94228
H -1.69306 4.51327 3.54420
H -0.77545 5.46606 2.37241
H 0.02543 4.16824 3.28607
H -3.41965 3.65845 1.69651
H -2.73013 3.31717 0.09863
H -2.56463 4.92451 0.80528
H 0.23170 -4.83573 2.98145
H 0.71719 -2.04956 4.12666
H 1.90946 -2.98614 3.23680
H 1.22272 -3.62059 4.75404
H -1.87032 -2.81911 3.88380
H -1.21417 -4.10075 4.91262
H -2.12074 -4.49659 3.44070
C 1.85099 5.33988 -1.14040
N 1.85410 4.15572 -0.31240
C 2.58332 3.87977 0.77774
S 2.69648 2.30467 1.34149
N 3.25931 4.91170 1.41407
C 2.58864 6.15594 1.77805
H 1.57684 5.02334 -2.14430
H 2.84218 5.79842 -1.16122
H 1.11183 6.07673 -0.81951
H 1.50299 3.31955 -0.76831
H 3.76125 4.50732 2.19070
H 2.36922 6.77639 0.91715
H 3.26552 6.72517 2.41565
H 1.66347 5.97618 2.32837
O 1.15954 -1.32900 1.55356
O 2.26708 -2.13737 1.12935
O 0.32981 2.74357 -2.21988
S -0.71717 3.18341 -3.13784
O -1.48414 4.28937 -2.61683
O -1.81102 1.88035 -2.92380
O -0.37091 3.21461 -4.52631
*
```

Values from the calculation:
- Gap between HOMO and LUMO: 4.880 eV
- Energy relative to the best compared isomer or geometry (same formula, charge and spin): 0.00 kJ/mol
- HOMO energy: -0.0497 Ha
- Total energy: -9167.51204 a.u.
- F_max: 1.636 eV Å⁻¹

These are the Löwdin partial charges, in e, on atoms 1 to 6:
1. Rb 0.9890
2. Se 1.1173
3. Se 0.2781
4. C -0.8377
5. C -0.1701
6. C -0.1173

***

(3)
# CH4S3

A cluster of 2 separate species, CH4S3 in total in a non-equilibrium geometry (wB97M-V/def2-TZVPD, OMol25).

Structure (ORCA input):
```
! wB97M-V def2-TZVPD RIJCOSX def2/J DEFGRID3
* xyz 0 1
C 0.53484 0.89329 -1.28215
S 0.21870 -2.04172 1.35939
S -1.62050 0.77440 1.11720
S -0.05120 -0.05167 1.94595
H 1.33271 0.90800 -0.64668
H 0.39956 1.73890 -1.81276
H 0.20834 -0.02778 -1.57212
H -1.02245 -2.19341 0.89116
*
```

Values from the calculation:
- Gap between HOMO and LUMO (spin up / spin down): 6.820 / 8.414 eV
- Energy relative to the best compared isomer or geometry (same formula, charge and spin): 276.40 kJ/mol
- HOMO energy (spin up / spin down): -0.3163 / -0.3108 Ha
- Total energy: -1234.94759 a.u.
- F_max: 3.197 eV Å⁻¹

These are the natural (NBO) partial charges, in e, on atoms 1 to 6:
1. C -0.4545
2. S -0.1405
3. S -0.1449
4. S 0.1269
5. H 0.1489
6. H 0.1556

***

(4)
# C33H22BrClN6O4Ru

A structure of composition C33H22BrClN6O4Ru in a non-equilibrium geometry (wB97M-V/def2-TZVPD, OMol25).

Structure (ORCA input):
```
! wB97M-V def2-TZVPD RIJCOSX def2/J DEFGRID3
* xyz 2 5
Ru 0.81617 -0.80499 0.42356
C 4.68090 -0.99837 4.25575
C 3.24148 -1.30643 3.95160
C 2.37547 -1.85266 4.89661
C 1.05599 -2.13728 4.58211
C 0.61958 -1.85771 3.30682
Br -1.14245 -2.16963 2.77025
N 1.42989 -1.32303 2.38112
C 2.71519 -1.06007 2.69933
H 4.86929 -1.03333 5.32612
H 4.95824 -0.01102 3.88899
H 5.33572 -1.72699 3.77582
H 2.73947 -2.06462 5.89467
H 0.37778 -2.56302 5.30748
H 3.33478 -0.65834 1.90627
N -0.63153 8.51064 -3.77277
C -0.48881 7.46917 -3.31219
C -0.30676 6.16066 -2.73266
C 0.93980 5.54291 -2.79744
C 1.11545 4.29071 -2.23594
C 0.05109 3.66717 -1.58647
C -1.19513 4.28796 -1.52073
C -1.37734 5.52857 -2.10519
C 0.24496 2.33401 -0.97172
C 0.12911 2.20532 0.39532
C -0.13832 3.23166 1.32231
C -0.24102 2.65420 2.57481
C -0.01777 1.29579 2.40225
N 0.21127 0.98556 1.09918
C 0.54018 1.25302 -1.82727
C 0.59202 1.27377 -3.20998
C 0.98971 -0.01970 -3.65986
C 1.15946 -0.77844 -2.55286
N 0.85195 -0.04516 -1.39970
H 1.76323 6.04396 -3.28746
H 2.08634 3.81244 -2.27832
H -2.02476 3.79555 -1.02882
H -2.34452 6.01127 -2.07805
H -0.24227 4.27556 1.07128
H -0.45157 3.14346 3.51146
H -0.02639 0.54195 3.16948
H 0.34936 2.13034 -3.82070
H 1.13055 -0.34567 -4.67756
H 1.49631 -1.79643 -2.50767
O 1.26511 -5.98621 -2.48739
C -0.01432 -5.61955 -2.52327
O -0.83394 -6.20625 -3.16077
C -0.40660 -4.40435 -1.72300
C -1.70676 -3.91540 -1.61547
Cl -3.11264 -4.45368 -2.35944
N -1.68766 -2.80719 -0.83388
N -0.43077 -2.56293 -0.42047
C 0.33421 -3.50653 -0.95445
C 1.77892 -3.35429 -0.67764
O 2.62947 -4.13390 -0.99449
O 2.05949 -2.20888 -0.02767
C -2.76902 -1.97832 -0.36559
C -2.58890 -0.60416 -0.34983
C -3.58776 0.21571 0.14892
C -4.77552 -0.33865 0.60766
C -4.94971 -1.71448 0.57431
C -3.94465 -2.54552 0.09680
H 1.81666 -5.41839 -1.91829
H -1.69545 -0.16519 -0.77210
H -3.44498 1.28880 0.16410
H -5.56345 0.29853 0.98537
H -5.87100 -2.15411 0.93120
H -4.07285 -3.61778 0.12618
*
```

Values from the calculation:
- <S²>: 6.039
- Gap between HOMO and LUMO (spin up / spin down): 6.853 / 5.085 eV
- Energy relative to the best compared isomer or geometry (same formula, charge and spin): 76.83 kJ/mol
- HOMO energy (spin up / spin down): -0.5385 / -0.5390 Ha
- Total energy: -5028.73013 a.u.
- F_max: 1.001 eV Å⁻¹

These are the natural (NBO) partial charges, in e, on atoms 1 to 6:
1. Ru 1.5636
2. C -0.6447
3. C -0.0067
4. C -0.0908
5. C -0.2358
6. C 0.1237

***

Copy entry 1 word for word.
# C12H35CdN3O5

A structure of composition C12H35CdN3O5 in a non-equilibrium geometry (wB97M-V/def2-TZVPD, OMol25).

Structure (ORCA input):
```
! wB97M-V def2-TZVPD RIJCOSX def2/J DEFGRID3
* xyz 0 1
Cd 1.18101 13.74920 14.81559
O 0.72028 12.80514 16.60590
H -0.02904 12.62147 17.18393
O 1.83960 14.47892 12.92860
H 2.23268 15.32758 12.69202
C -1.96092 15.46824 12.74876
C -1.50788 15.88766 14.13603
C -2.57918 16.60786 14.91150
O -2.17902 16.74856 16.25260
C -3.21909 17.14772 17.10963
N -1.00097 14.69546 14.86180
H -2.10476 16.29471 12.05889
H -2.92002 14.93037 12.81643
H -1.25843 14.72342 12.37033
H -0.65189 16.56278 14.03379
H -3.54651 16.09274 14.79995
H -2.72622 17.60360 14.46109
H -3.70186 18.06721 16.75134
H -2.77835 17.37148 18.07891
H -3.98120 16.36798 17.20313
H -1.15793 14.88675 15.85071
H -1.60942 13.90750 14.64660
C 5.63632 13.59675 16.06850
C 4.12758 13.77814 15.99594
C 3.77697 15.24796 15.95030
O 2.39688 15.43153 15.76227
C 2.00415 16.77689 15.81916
N 3.50960 13.04395 14.87520
H 6.09056 13.92310 15.12434
H 5.91366 12.56428 16.26622
H 6.10582 14.23829 16.82252
H 3.67334 13.38276 16.91171
H 4.33476 15.76127 15.14717
H 4.08885 15.71024 16.89526
H 2.54983 17.32159 16.59263
H 0.93523 16.81218 16.04066
H 2.13156 17.25909 14.83930
H 3.89085 12.10564 14.79748
H 3.74845 13.50210 13.99311
C -0.37070 11.72093 11.50590
C 0.46272 10.95798 12.51794
C 1.91014 10.75581 12.11293
O 2.62051 9.94722 13.02252
C 2.41713 8.56114 12.82025
N 0.45866 11.68125 13.81922
H 0.04891 12.72561 11.38857
H -1.38839 11.86064 11.88264
H -0.45266 11.20447 10.54979
H -0.02530 9.98959 12.70955
H 2.40525 11.73291 12.11903
H 1.97417 10.37129 11.08501
H 1.40927 8.25392 13.11127
H 3.14758 8.03512 13.42964
H 2.59541 8.29602 11.77143
H 1.17016 11.20690 14.37353
H -0.42550 11.53753 14.29404
*
```

Values from the calculation:
- Gap between HOMO and LUMO: 8.489 eV
- Energy relative to the best compared isomer or geometry (same formula, charge and spin): 0.96 kJ/mol
- HOMO energy: -0.2822 Ha
- Total energy: -1186.36294 a.u.
- F_max: 1.284 eV Å⁻¹

These are the natural (NBO) partial charges, in e, on atoms 1 to 6:
1. Cd 1.7389
2. O -1.3660
3. H 0.4481
4. O -1.3538
5. H 0.4372
6. C -0.6202